No. 1
DFT (wB97M-V/def2-TZVPD) results for a cluster of 2 separate species, C32H46BrIN2O5Si in total.

Each line ends with the Mulliken charge.
Element x y z (Å)
C1 6.07968 -2.13179 1.79968  -0.80
C2 4.85328 -3.08452 1.87137  -0.58
N1 3.88195 -3.00223 0.77162  0.19
C3 3.23489 -1.68710 0.68884  -0.76
C4 2.03526 -1.56530 1.65540  -1.44
C5 1.19655 -0.38925 1.16725  0.44
C6 -0.04557 -0.51727 0.55938  -0.34
I1 -0.86644 -2.44927 0.31598  0.11
C7 -0.70938 0.61518 0.11516  1.24
C8 -2.06723 0.50526 -0.55914  -2.48
C9 -3.21959 0.97670 0.38558  -0.62
O1 -3.98665 -0.16796 0.74116  -0.38
Si1 -5.64968 0.06182 0.60494  0.70
C10 -6.55114 -1.52913 1.04090  -0.93
C11 -6.08865 0.53612 -1.18316  -1.13
C12 -6.24006 1.42405 1.76639  -1.16
C13 -0.16429 1.87504 0.27114  0.32
C14 -0.83286 3.14800 -0.24094  -1.10
C15 -0.16828 3.52629 -1.57426  0.71
C16 0.20314 2.54641 -2.46860  0.11
C17 0.82879 2.83888 -3.64898  -0.92
C18 1.09004 4.15170 -3.97856  -0.47
C19 0.71486 5.12636 -3.09727  -0.70
C20 0.09112 4.83161 -1.91650  -0.34
C21 1.04997 2.00460 0.89186  -0.07
C22 1.70659 0.87113 1.33193  0.80
C23 3.00020 1.35194 1.98583  -0.43
O2 3.76286 0.70344 2.66440  -0.48
N2 3.09211 2.72218 1.67988  0.22
C24 4.30798 3.05303 0.87102  -0.90
C25 5.52952 3.37786 1.73017  0.01
C26 6.31550 4.57627 1.17139  -1.48
Br1 6.79296 1.86240 1.81493  -0.16
C27 1.87539 3.23930 1.17455  -0.13
O3 1.63480 4.41229 1.00326  -0.59
C28 4.46587 -3.34498 -0.51164  0.55
C29 5.24670 -2.35385 -1.36542  -0.94
O4 4.28918 -4.47155 -0.93526  -0.59
H1 6.00506 -1.36553 1.03036  0.11
H2 7.03205 -2.66193 1.73998  0.32
H3 6.12368 -1.57925 2.74552  0.25
H4 5.24419 -4.10820 1.84163  0.45
H5 4.37300 -2.99581 2.84655  0.35
H6 3.90756 -0.82806 0.78680  0.44
H7 2.79755 -1.61483 -0.31633  0.66
H8 2.37946 -1.29865 2.65728  0.31
H9 1.46036 -2.48648 1.68220  0.49
H10 -2.25539 -0.51440 -0.88591  0.83
H11 -2.04240 1.13303 -1.45575  0.39
H12 -2.75540 1.38522 1.28872  0.37
H13 -3.81077 1.72880 -0.15220  0.54
H14 -6.86285 -1.50634 2.08915  0.35
H15 -7.43953 -1.57035 0.40277  0.33
H16 -5.91855 -2.40549 0.86680  0.07
H17 -6.47943 1.55844 -1.19149  0.29
H18 -5.15613 0.57138 -1.76192  0.32
H19 -6.76386 -0.17221 -1.66166  0.41
H20 -7.29766 1.61855 1.55442  0.36
H21 -6.19074 1.10392 2.81183  0.33
H22 -5.66270 2.34691 1.65543  0.32
H23 -0.63665 3.95324 0.46573  0.57
H24 -1.89384 2.96467 -0.40062  0.34
H25 0.01614 1.49631 -2.27472  0.23
H26 1.12615 2.02647 -4.30216  0.41
H27 1.60389 4.35342 -4.91064  0.39
H28 0.93274 6.15436 -3.36926  0.37
H29 -0.17126 5.65131 -1.25613  0.40
H30 4.49117 2.18217 0.23314  0.44
H31 4.01843 3.91899 0.27250  0.55
H32 5.27298 3.60862 2.76140  0.43
H33 6.53144 4.38531 0.11592  0.39
H34 5.79233 5.52042 1.33019  0.38
H35 7.28624 4.60097 1.66965  0.42
H36 5.39431 -2.71362 -2.38165  0.38
H37 6.21869 -2.11671 -0.92975  0.26
H38 4.69504 -1.41052 -1.44960  0.25
C30 -5.43885 -6.54120 -0.46013  -1.38
C31 -5.61588 -5.07912 -0.83987  0.51
C32 -5.01541 -4.78595 -2.20647  -1.25
O5 -5.00112 -4.24735 0.14386  -0.46
H39 -4.37753 -6.79938 -0.40582  0.33
H40 -5.86684 -6.73486 0.52411  0.33
H41 -5.91950 -7.19980 -1.18523  0.40
H42 -6.67762 -4.82765 -0.84427  0.28
H43 -3.94065 -4.98884 -2.20678  0.30
H44 -5.14302 -3.73300 -2.46215  0.29
H45 -5.48322 -5.39274 -2.98337  0.39
H46 -4.06065 -4.45452 0.16262  0.24

Properties
Kohn-Sham gap, Ha: 0.31179
E_tot, Eh: -4893.931930
Total charge: 0
Molar mass, Da: 773.623
HOMO energy, eV: -9.050
SMILES string: CCN(CCc1c(I)c(CCO[Si](C)(C)C)c(Cc2ccccc2)c2c1C(=O)N(C[C@H](C)Br)C2=O)C(C)=O.CC(C)O



No. 2
DFT (wB97M-V/def2-TZVPD) results for an isolated molecule of C4H3NO2.

Each line ends with the Mulliken charge.
Element x y z (Å)
N1 0.23233 -0.95641 -1.91503  -0.44
C1 0.28935 -0.13871 -1.09583  0.38
C2 0.08990 0.39854 0.22613  -0.14
C3 -1.55360 0.12045 -0.19208  -0.03
O1 -2.16721 1.07978 -0.54180  -0.39
C4 1.31460 -0.22713 1.00594  -0.04
O2 1.86191 -1.23475 0.65068  -0.39
H1 0.06059 1.47193 0.42379  0.34
H2 -1.91026 -0.91625 -0.35349  0.40
H3 1.78238 0.40255 1.79169  0.32

Properties
Kohn-Sham gap, Ha: 0.38765
E_tot, Eh: -359.352216
Total charge: 0
Molar mass, Da: 97.073
HOMO energy, eV: -10.637
ΔE to the lowest compared entry with this formula, charge and spin, eV: 3.2148
SMILES string: N#CC(C=O)C=O



No. 3
DFT (wB97M-V/def2-TZVPD) results for a structure of composition C8H16IrN2PS.

Each line ends with the Mulliken charge.
Element x y z (Å)
C1 -1.02483 -1.81603 -2.06146  -0.72
C2 0.04651 -2.78300 -2.48720  -0.27
C3 1.00370 -2.07439 -3.28589  -0.23
C4 0.52970 -0.78657 -3.62569  -0.09
C5 -0.69218 -0.33365 -2.95767  -0.89
Ir1 0.33415 -0.67462 -1.13041  0.66
P1 0.66293 -1.77919 0.72239  -0.12
H1 -1.96763 -2.16101 -1.60096  0.44
H2 0.22936 -3.87399 -2.20212  0.39
H3 1.94980 -2.45719 -3.69381  0.38
H4 -1.16616 0.63170 -3.13199  0.47
H5 1.13921 -0.20674 -4.32029  0.38
H6 1.98216 -1.57483 1.21337  0.13
H7 0.65978 -3.21278 0.66119  0.15
H8 -0.18863 -1.52797 1.83354  0.07
C6 0.17995 1.14329 3.50705  -0.82
N1 1.00049 1.68850 2.35768  -0.21
C7 0.62819 1.63223 1.04366  0.32
S1 1.79748 0.88001 -0.07996  -0.26
N2 -0.57866 1.91236 0.49993  -0.12
C8 -1.74368 2.57716 1.24409  -0.91
H9 -0.51094 0.29381 3.18781  0.24
H10 -0.42044 2.00662 3.95048  0.28
H11 1.00535 0.86675 4.23960  0.32
H12 2.02534 1.65321 2.45541  0.34
H13 -0.61321 1.84928 -0.53985  0.18
H14 -2.60139 2.66830 0.50023  0.32
H15 -2.15355 1.88597 2.01353  0.29
H16 -1.51279 3.57275 1.68732  0.29

Properties
2S+1: 6
Kohn-Sham gap (spin up / spin down), Ha: 0.22061 / 0.21551
E_tot, Eh: -1267.241888
Total charge: +1
Molar mass, Da: 395.488
HOMO energy (spin up / spin down), eV: -8.478 / -12.284
ΔE to the lowest compared entry with this formula, charge and spin, eV: 0.0730



No. 4
DFT (wB97M-V/def2-TZVPD) results for a structure of composition C26H40As2NO5PdSb.

Each line ends with the Mulliken charge.
Element x y z (Å)
Pd1 0.11675 -1.72908 -0.04316  0.08
O1 -3.37668 -3.76205 4.75096  -0.51
C1 -2.59517 -3.24812 3.82050  0.85
C2 -2.29411 -1.87491 3.72499  -0.33
C3 -1.51613 -1.45758 2.66207  -0.31
N1 -1.05116 -2.32272 1.76497  0.44
C4 -1.28838 -3.62539 1.85913  0.45
C5 -2.06805 -4.14126 2.86711  -0.67
C6 -0.68656 -4.24444 0.57903  -0.01
O2 -1.45781 -4.80788 -0.18736  -0.65
O3 0.49743 -3.87866 0.36174  -0.69
C7 -1.04130 -0.08657 2.30541  0.60
O4 -0.72901 0.73982 3.18467  -0.80
O5 -0.87738 0.15369 1.07807  -0.90
H1 -3.72870 -3.11319 5.37597  0.33
H2 -2.68331 -1.16821 4.44236  0.45
H3 -2.29052 -5.19273 2.94602  0.59
C8 2.91993 0.25761 -2.31997  -1.18
As1 1.43115 -0.99855 -1.95360  0.77
C9 2.16770 -2.58482 -2.81672  -0.99
C10 0.01568 -0.52435 -3.22461  0.63
C11 0.16091 0.49975 -4.15614  -0.25
C12 -0.85037 0.76758 -5.06491  -0.78
C13 -2.02147 0.02805 -5.04317  -0.82
C14 -2.18547 -0.97488 -4.10086  -0.67
C15 -1.17356 -1.25428 -3.19037  -0.23
As2 -1.42347 -2.76126 -1.93628  0.72
C16 -1.51984 -4.23589 -3.23233  -1.14
C17 -3.27886 -2.59482 -1.34715  -1.23
H4 2.63436 1.30210 -2.17941  0.27
H5 3.27357 0.09948 -3.34225  0.45
H6 3.73697 0.02648 -1.62970  0.42
H7 2.24142 -2.43848 -3.89768  0.39
H8 1.54378 -3.45536 -2.59874  0.30
H9 3.16466 -2.77959 -2.41516  0.49
H10 1.07510 1.08101 -4.17275  0.43
H11 -0.72256 1.55014 -5.79658  0.46
H12 -2.80980 0.23616 -5.75073  0.44
H13 -3.10633 -1.54654 -4.07256  0.37
H14 -2.35652 -4.03797 -3.90883  0.44
H15 -1.69229 -5.16374 -2.68578  0.42
H16 -0.59397 -4.31752 -3.80542  0.33
H17 -3.97463 -2.78231 -2.16602  0.52
H18 -3.46013 -1.60427 -0.92012  0.33
H19 -3.44150 -3.35683 -0.58356  0.40
C18 2.14430 -0.23949 1.96714  -0.91
C19 1.96850 1.08373 1.23518  1.87
C20 3.22408 1.93149 1.32446  -1.54
Sb1 0.18250 2.34862 1.80145  0.69
C21 0.78753 3.46478 3.80935  0.21
C22 1.56273 2.54841 4.70250  -1.18
C23 1.45356 4.75404 3.44274  -1.32
C24 -0.02586 3.21878 -0.96717  0.84
C25 0.83451 4.37378 -1.31573  -1.33
C26 -1.48489 3.46765 -0.84775  -1.17
H20 3.14813 -0.62305 1.76343  0.54
H21 1.43361 -1.01565 1.60663  0.09
H22 2.03184 -0.15208 3.04831  0.21
H23 1.73888 0.87190 0.17985  -1.07
H24 3.46813 2.14818 2.36158  0.27
H25 3.11690 2.86917 0.78382  0.37
H26 4.06188 1.38715 0.89001  0.47
H27 -0.22411 3.62469 4.18586  0.43
H28 2.59169 2.41494 4.37438  0.22
H29 1.05968 1.58759 4.80942  0.26
H30 1.59678 2.99521 5.69989  0.49
H31 2.45588 4.60891 3.04999  0.31
H32 1.54189 5.36405 4.34361  0.42
H33 0.87070 5.32564 2.72516  0.37
H34 0.26871 2.25221 -1.38157  -0.01
H35 0.69631 5.19680 -0.61661  0.35
H36 0.53845 4.76766 -2.29483  0.43
H37 1.88837 4.11419 -1.37159  0.34
H38 -1.69260 4.29434 -0.16547  0.35
H39 -2.01936 2.57965 -0.50972  0.31
H40 -1.90303 3.75912 -1.81546  0.45

Properties
Kohn-Sham gap (spin up / spin down), Ha: 0.17498 / 0.17487
E_tot, Eh: -6284.706863
Total charge: +2
Molar mass, Da: 824.632
HOMO energy (spin up / spin down), eV: -13.028 / -13.028
ΔE to the lowest compared entry with this formula, charge and spin, eV: 5.1353



no.,F_max (eV/A)
1,1.936
2,1.655
3,4.004
4,2.164